(1)
Entry from the OMol25 dataset: C44H57F6N7NiO4PS as an isolated structure (ωB97M-V with the def2-TZVPD basis set).

Total charge: 0
Orbital gap (spin up / spin down): 4.47 / 4.69 eV
Spin multiplicity: 2

Geometry (Å):
C -3.587 1.731 -3.017
C -0.993 3.890 4.046
C -0.369 3.035 -2.087
H -3.007 -0.922 3.044
C -4.934 0.426 -5.168
C -1.198 4.931 2.943
H -2.918 0.141 -0.733
C -1.921 1.535 3.516
H -4.352 1.374 -2.338
H 2.284 -5.187 -1.895
H -4.335 -2.418 2.062
C -0.443 -2.953 0.295
C 3.699 0.914 0.567
C -3.258 1.572 4.177
H -0.052 4.093 4.563
F -0.087 -0.682 -1.629
H -6.807 0.731 -4.206
H -5.240 0.538 -6.207
H 5.086 2.625 4.318
O -0.802 4.676 -3.583
C -1.561 1.752 -0.792
N -0.185 0.732 2.244
H 7.789 0.959 1.789
H -2.844 -0.048 5.557
H -3.458 -4.399 -1.482
N 0.036 3.965 -3.064
C 3.334 -1.154 -0.718
C -1.653 -1.788 1.682
H 6.278 -2.365 -0.518
H -3.504 3.585 -1.890
H -6.542 -0.945 -4.714
C 0.454 2.367 -1.208
C -3.726 -3.324 2.018
F -0.435 -2.568 -2.906
H -1.796 3.971 4.778
N -0.487 -1.791 0.976
O -3.508 2.681 -5.499
P -0.538 -0.989 -3.204
H -4.536 -4.093 3.874
H -2.522 0.824 0.834
C -2.401 -3.001 1.410
C -3.217 0.974 5.586
H 6.308 1.729 -0.046
C -1.649 -3.729 0.538
N 2.110 -1.468 -0.243
C -2.496 -4.903 -1.502
H -1.248 5.929 3.371
H 1.474 3.565 3.056
F -1.041 -1.260 -4.698
C -0.967 2.509 3.483
C 1.779 -2.681 -0.770
C 0.618 -3.382 -0.505
C -3.563 -3.898 3.430
H -3.597 2.609 4.232
C -2.071 -0.783 2.529
H 5.081 4.274 2.449
F -2.091 -1.010 -2.673
H 0.513 -4.346 -0.978
N -1.655 2.637 -1.802
H -3.000 -4.828 3.402
C -1.395 0.423 2.751
H -3.984 1.025 3.570
H -1.821 -4.320 -2.120
H -2.689 -5.576 0.532
O -5.633 2.838 -4.286
F 1.004 -0.953 -3.632
H 7.147 -2.825 -1.984
C 2.341 -4.245 -3.825
H -2.882 0.947 -3.254
H -2.561 1.562 6.223
H 5.403 -1.147 -2.570
N 2.426 1.059 1.027
C 4.106 -0.066 -0.315
C 5.112 -2.173 -2.338
H -1.046 -5.662 -0.097
H -3.614 1.701 -0.249
H 5.118 -0.018 -0.688
H -3.028 -3.204 4.075
H 1.335 -3.848 -3.790
H -4.043 -0.195 -5.115
H 2.955 -3.548 -4.388
C -6.067 -0.063 -4.291
F -0.664 0.609 -3.432
O 1.227 4.022 -3.288
C 2.437 2.132 1.844
C 4.323 3.396 4.261
C -2.730 1.072 -0.200
H 4.630 4.227 4.891
C 3.800 -2.177 -1.627
H -5.703 -0.312 -3.297
H -2.122 4.740 2.402
N -0.298 1.585 -0.412
C 0.128 1.980 2.700
C -1.952 -5.052 -0.079
H 5.012 -2.706 -3.284
C 4.563 1.921 1.147
H 6.403 2.980 1.191
C 2.845 -3.149 -1.640
H 3.382 4.623 2.752
C 3.768 2.693 1.940
C 6.183 -2.854 -1.484
H -4.258 -4.043 1.392
C 4.146 3.844 2.808
C 2.880 -4.429 -2.405
H -2.580 3.559 -3.409
H 1.521 2.425 -1.138
H 2.324 -5.198 -4.345
H -4.214 0.974 6.020
C 1.338 2.626 2.541
H 3.913 -4.786 -2.456
H 5.910 -3.893 -1.310
H -0.378 4.904 2.229
Ni 0.697 -0.113 0.506
C -2.863 2.971 -2.530
H 3.395 2.984 4.653
H 6.509 1.253 2.975
H 6.315 -0.027 1.776
S -4.443 2.083 -4.592
C 6.710 0.975 1.941
H -2.624 -5.881 -1.958
C 6.042 1.971 0.984

Forces on the atoms, in the same order (eV/Å):
C -0.5 0.0 -0.9
C -0.1 0.0 -0.2
C 0.5 -0.9 1.2
H -0.2 0.0 0.0
C 0.2 0.6 0.4
C 0.0 0.0 0.2
H -0.1 -0.1 -0.1
C 0.2 0.2 -0.2
H -0.1 -0.1 0.1
H 0.1 -0.1 0.1
H -0.1 0.0 -0.1
C 0.0 -0.3 0.1
C 0.2 -0.1 0.0
C 0.1 -0.1 0.2
H -0.1 0.0 0.1
F -0.3 -0.4 -1.0
H -0.1 -0.1 0.1
H 0.1 0.2 0.0
H 0.1 -0.1 0.1
O -0.3 0.2 -0.2
C 0.0 0.1 0.0
N 1.0 -1.0 -0.7
H 0.0 0.0 0.0
H 0.0 -0.1 0.1
H -0.1 0.1 -0.1
N 0.3 0.4 -0.1
C 0.4 0.2 -0.3
C -0.3 0.0 0.2
H 0.0 0.0 0.1
H 0.1 0.0 -0.1
H 0.0 -0.1 0.0
C -0.2 0.7 -0.8
C 0.2 -0.1 0.2
F -0.1 -0.1 -0.1
H 0.0 0.0 0.1
N 0.3 1.1 -1.0
O 0.5 -0.2 -0.3
P -0.1 0.1 0.4
H -0.1 -0.1 0.1
H 0.0 0.1 -0.1
C 0.2 0.1 -0.3
C -0.2 0.1 -0.2
H 0.1 0.1 0.0
C 0.2 0.1 0.4
N -1.1 1.2 0.8
C 0.1 -0.2 0.1
H 0.0 0.2 0.0
H 0.0 0.1 0.1
F 0.1 0.0 0.1
C 0.0 -0.3 0.0
C -0.2 -0.7 -0.3
C 0.3 0.5 -0.1
C -0.2 0.0 -0.1
H -0.1 0.0 0.0
C 0.5 0.1 -0.1
H -0.1 0.1 0.0
F 0.0 -0.1 -0.1
H 0.0 0.0 -0.1
N 0.4 0.1 0.1
H 0.0 -0.1 0.0
C -0.4 -0.2 0.0
H 0.0 0.1 0.0
H 0.0 0.1 -0.1
H 0.1 -0.1 0.1
O -0.3 -0.1 0.2
F -0.1 0.0 -0.1
H 0.2 0.0 0.0
C 0.0 -0.1 0.2
H 0.1 -0.2 0.1
H 0.1 0.0 0.1
H 0.0 0.0 -0.1
N -1.1 -0.4 -0.7
C -0.5 -0.2 0.1
C 0.0 -0.1 0.2
H 0.0 -0.1 0.1
H -0.1 0.0 0.0
H 0.1 0.0 0.0
H 0.1 0.1 0.1
H -0.2 0.1 -0.1
H 0.1 0.0 -0.1
H 0.1 0.1 -0.1
C -0.1 0.0 0.0
F 0.0 -0.1 -0.1
O 0.3 0.0 -0.1
C 0.0 0.2 0.2
C 0.0 0.2 -0.1
C 0.0 -0.2 0.0
H 0.0 0.1 0.1
C -0.4 -0.2 0.0
H 0.0 -0.1 0.1
H -0.1 0.0 -0.1
N 0.0 -0.4 -0.1
C 0.1 0.6 0.1
C -0.1 0.1 -0.2
H 0.0 0.1 0.0
C -0.3 0.2 0.0
H 0.0 0.0 -0.1
C 0.2 0.3 0.3
H 0.1 0.1 0.0
C -0.1 -0.1 -0.3
C 0.0 0.1 -0.2
H 0.0 0.1 0.0
C 0.1 -0.1 0.1
C 0.0 0.1 -0.2
H 0.0 0.0 0.4
H 0.2 0.0 0.0
H 0.0 -0.1 -0.2
H 0.0 -0.1 0.1
C -0.2 -0.4 -0.2
H -0.1 -0.1 0.1
H 0.0 -0.1 0.1
H 0.0 0.0 -0.1
Ni 1.1 -0.4 3.0
C -0.6 0.4 -0.4
H -0.1 -0.1 0.1
H 0.0 0.0 0.0
H 0.0 0.0 0.0
S -0.1 -0.2 0.3
C 0.1 0.1 -0.1
H -0.1 -0.1 -0.1
C 0.0 -0.1 0.2

Here are the Löwdin charges for atoms 1 to 8, given in e:
1. C -0.210
2. C -0.187
3. C -0.142
4. H 0.110
5. C -0.266
6. C -0.078
7. H 0.091
8. C -0.133

(2)
Entry from the OMol25 dataset: C26H27Cl3InN8O5 as an isolated structure (ωB97M-V with the def2-TZVPD basis set).

Total charge: +1
ΔE to the lowest compared entry with this formula, charge and spin: 38.7 kcal per mole
Orbital gap: 8.07 eV

Geometry (Å):
C 1.485 -7.771 -3.378
N -0.334 0.411 -2.536
H -4.617 1.087 -0.859
N 0.379 -1.773 -1.277
H -2.835 -1.536 -1.137
C 1.749 -0.872 2.369
H -3.283 -3.650 3.694
H -1.483 -5.482 -3.940
C -0.611 -6.101 -3.770
O -2.008 0.917 -0.535
C -0.552 -7.378 -4.307
Cl 1.742 2.108 0.071
C 0.448 -5.655 -2.989
H 2.716 -4.190 0.940
H -0.370 -3.341 -4.134
N -1.708 -1.719 0.687
H -2.904 3.593 1.321
C -0.062 -1.956 -2.521
O 0.965 2.942 -0.787
C 0.928 -4.075 -1.111
H -1.358 -2.387 2.684
C -3.629 -2.836 0.448
O 2.925 2.721 0.525
C -0.685 0.953 4.869
H -0.409 0.043 5.387
H -1.871 3.567 -0.117
N 2.979 -2.898 2.515
H -1.286 2.496 -4.958
C -2.759 -1.994 -0.166
C -3.695 -3.927 2.727
H -1.368 -7.753 -4.913
C 2.407 -3.246 1.369
C 0.437 -4.298 -2.396
N 1.153 -1.249 1.242
O 0.871 1.683 1.218
C -1.078 1.562 -4.454
Cl -1.382 0.488 3.294
H -1.338 2.780 1.368
C -4.097 2.007 -0.587
H 2.386 -6.214 -2.214
C -2.207 2.984 0.743
C 1.520 -6.516 -2.788
H -3.784 2.509 -1.505
C -1.002 -0.697 -4.514
C -0.498 -0.718 -3.221
C 2.651 -1.712 3.008
H -4.797 2.657 -0.060
H -4.559 -3.269 0.124
C 0.898 -2.793 -0.595
H -4.772 -3.778 2.749
O 2.010 0.823 -0.601
C -0.041 -3.209 -3.114
N 0.473 -8.205 -4.123
N -3.113 -3.074 1.701
H -0.497 2.461 -2.568
H 1.297 -4.901 -0.522
H 3.121 -1.407 3.935
C 1.481 -2.436 0.724
C -1.970 -2.380 1.797
H -3.476 -4.973 2.524
C -0.622 1.553 -3.139
N -1.290 0.442 -5.132
H -1.450 1.501 5.405
H -3.206 1.119 1.139
H -1.186 -1.608 -5.070
C -2.878 1.708 0.268
H 2.313 -8.457 -3.246
In -0.279 0.080 -0.056
Cl 0.740 1.966 4.695
H 1.511 0.109 2.754

Forces on the atoms, in the same order (eV/Å):
C 0.0 0.0 0.0
N 0.0 0.0 0.0
H 0.0 0.0 0.0
N 0.0 -0.1 0.0
H 0.0 0.0 0.0
C -0.1 0.0 0.0
H 0.0 0.0 0.0
H 0.0 0.0 0.0
C 0.0 0.0 0.0
O 0.0 0.4 0.1
C 0.0 0.0 0.0
Cl -0.1 -0.2 -0.1
C 0.0 0.0 0.0
H 0.0 0.0 0.0
H 0.0 0.0 0.0
N -0.3 0.2 -0.1
H 0.0 0.0 0.0
C 0.0 0.1 0.0
O 0.2 0.0 0.1
C 0.0 0.0 0.0
H 0.0 0.0 0.0
C 0.0 0.0 0.0
O -0.1 -0.1 0.2
C 0.0 0.0 0.0
H 0.0 0.0 0.0
H 0.0 0.0 0.0
N 0.0 0.0 0.0
H 0.0 0.0 0.0
C 0.0 0.0 0.0
C 0.0 0.0 0.0
H 0.0 0.0 0.0
C 0.0 0.0 0.0
C 0.0 0.0 0.0
N 0.1 0.1 0.0
O -0.1 0.2 -0.3
C 0.0 0.0 0.0
Cl -0.1 0.0 0.1
H 0.0 0.0 0.0
C 0.0 0.0 0.0
H 0.0 0.0 0.0
C 0.0 0.0 0.0
C 0.0 0.0 0.0
H 0.0 0.0 0.0
C 0.0 0.0 0.0
C 0.1 -0.1 0.0
C 0.0 0.0 0.0
H 0.0 0.0 0.0
H 0.0 0.0 0.0
C 0.0 0.1 0.1
H 0.0 0.0 0.0
O -0.1 0.3 -0.1
C 0.0 0.0 0.0
N 0.0 0.0 0.0
N 0.0 0.0 0.0
H 0.0 0.0 0.0
H 0.0 0.0 0.0
H 0.0 0.0 0.0
C -0.1 0.0 -0.1
C 0.2 -0.1 0.0
H 0.0 0.0 0.0
C -0.1 0.0 0.1
N 0.0 0.0 0.0
H 0.0 0.0 0.0
H 0.0 0.0 0.0
H 0.0 0.0 0.0
C 0.0 -0.2 0.0
H 0.0 0.0 0.0
In 0.4 -0.7 -0.1
Cl 0.0 0.0 0.0
H 0.0 0.0 0.0

Here are the natural (NBO) charges for atoms 1 to 8, given in e:
1. C 0.053
2. N -0.413
3. H 0.207
4. N -0.513
5. H 0.238
6. C 0.031
7. H 0.223
8. H 0.221

Calculated total energy: -5242.3094, -3391.5283 (Ha)
Max |F|: 3.21, 0.77 (eV Å⁻¹)